Record 1
The following is a quantum chemistry calculation of C71H60AsBrN3NiO2P as an isolated structure, from the Open Molecules 2025 dataset.

The geometry in ORCA input format:
```
! wB97M-V def2-TZVPD RIJCOSX def2/J DEFGRID3
* xyz 0 3
Ni -0.345 1.619 -0.199
O 1.531 1.020 0.032
C 2.624 1.855 0.184
C 2.247 3.342 -0.090
C 1.331 3.853 0.976
C 1.757 4.813 1.884
C 0.920 5.171 2.924
C -0.317 4.564 3.027
C -0.706 3.626 2.077
C -2.081 3.026 2.150
C -2.123 1.476 2.235
O -1.239 0.883 1.371
C -1.776 1.092 3.690
C -0.672 0.292 3.945
C -0.341 -0.065 5.249
C -1.111 0.376 6.312
C -2.228 1.167 6.065
C -2.557 1.515 4.765
C -3.536 0.923 1.920
C -4.432 1.541 1.052
C -5.639 0.944 0.709
C -5.968 -0.305 1.210
C -5.074 -0.948 2.057
C -3.881 -0.338 2.412
N 0.115 3.289 1.065
C 3.713 1.377 -0.788
C 4.196 2.110 -1.864
C 5.099 1.548 -2.765
C 5.536 0.245 -2.594
C 5.069 -0.495 -1.511
C 4.168 0.067 -0.624
C 3.161 1.808 1.625
C 2.313 1.382 2.640
C 2.720 1.434 3.967
C 3.985 1.905 4.291
C 4.842 2.323 3.281
C 4.429 2.276 1.955
H 1.760 3.407 -1.067
H 3.145 3.964 -0.111
H 2.749 5.234 1.786
H 1.236 5.904 3.657
H -0.992 4.805 3.837
H -2.638 3.380 1.291
H -2.578 3.453 3.021
H -0.100 -0.064 3.099
H 0.521 -0.698 5.428
H -0.853 0.102 7.328
H -2.848 1.504 6.888
H -3.449 2.107 4.582
H -4.194 2.501 0.625
H -6.323 1.459 0.041
H -6.908 -0.774 0.946
H -5.310 -1.930 2.450
H -3.192 -0.855 3.070
H 3.868 3.131 -2.027
H 5.460 2.138 -3.599
H 6.240 -0.192 -3.292
H 5.406 -1.513 -1.358
H 3.796 -0.510 0.216
H 1.327 1.031 2.362
H 2.039 1.114 4.747
H 4.306 1.943 5.326
H 5.835 2.683 3.524
H 5.106 2.600 1.170
Br -4.702 8.426 0.944
C -3.856 6.894 0.223
C -4.625 5.897 -0.350
C -4.002 4.768 -0.868
C -2.620 4.647 -0.803
C -1.855 5.660 -0.234
C -2.475 6.788 0.278
N -1.957 3.478 -1.276
C -1.871 3.377 -2.528
C -0.971 2.402 -3.163
C -1.055 2.143 -4.521
C -0.065 1.369 -5.110
C 0.976 0.914 -4.326
C 0.969 1.198 -2.965
N 0.010 1.916 -2.389
H -5.701 5.994 -0.392
H -4.595 3.981 -1.318
H -0.779 5.551 -0.176
H -1.886 7.577 0.727
H -2.367 4.080 -3.202
H -1.872 2.551 -5.103
H -0.105 1.142 -6.168
H 1.788 0.331 -4.742
H 1.733 0.835 -2.290
C 0.758 -1.772 -1.703
C 0.575 -3.289 -1.704
As 1.708 -4.161 -3.063
C 3.282 -4.505 -1.964
C 3.203 -5.056 -0.685
C 4.350 -5.256 0.066
C 5.593 -4.917 -0.456
C 5.684 -4.378 -1.730
C 4.530 -4.169 -2.478
C 0.878 -5.931 -2.988
C 1.644 -7.091 -2.894
C 1.041 -8.341 -2.929
C -0.336 -8.450 -3.060
C -1.106 -7.301 -3.165
C -0.502 -6.051 -3.136
P -0.592 -0.840 -0.850
C -2.044 -1.186 -1.900
C -3.298 -0.782 -1.430
C -4.422 -0.886 -2.237
C -4.311 -1.376 -3.532
C -3.070 -1.763 -4.015
C -1.945 -1.669 -3.205
C -0.762 -1.875 0.637
C 0.328 -1.836 1.510
C 0.337 -2.621 2.650
C -0.750 -3.438 2.943
C -1.839 -3.467 2.086
C -1.844 -2.692 0.930
H 0.838 -1.398 -2.721
H 1.684 -1.474 -1.202
H -0.455 -3.561 -1.931
H 0.796 -3.708 -0.725
H 2.239 -5.336 -0.274
H 4.277 -5.680 1.060
H 6.489 -5.075 0.131
H 6.650 -4.114 -2.142
H 4.603 -3.739 -3.471
H 2.719 -7.023 -2.782
H 1.651 -9.233 -2.848
H -0.806 -9.425 -3.082
H -2.182 -7.375 -3.272
H -1.124 -5.168 -3.231
H -3.392 -0.377 -0.426
H -5.383 -0.577 -1.847
H -5.189 -1.456 -4.161
H -2.972 -2.146 -5.025
H -0.987 -1.977 -3.608
H 1.155 -1.160 1.300
H 1.187 -2.582 3.321
H -0.749 -4.043 3.841
H -2.691 -4.097 2.311
H -2.698 -2.733 0.265
*
```

Calculated values
Molar mass ... 1231.8 g mol⁻¹
LUMO energy (alpha / beta) ... -0.6 / -0.6 eV
ΔE to the lowest compared entry with this formula, charge and spin ... 0.0 kJ/mol
HOMO-LUMO gap (alpha / beta) ... 6.868 / 7.273 eV
Total energy ... -264381.430 eV
HOMO (alpha / beta) ... -0.27371 / -0.28811 Eh

These are the Löwdin partial charges, in e, on atoms 1 to 6: number 1, Ni, carries 0.593; number 2, O, carries -0.271; number 3, C, carries -0.483; number 4, C, carries -0.059; number 5, C, carries -0.255; number 6, C, carries -0.011

---

Record 2
The following is a quantum chemistry calculation of a 12-piece molecular cluster, C42H81N3O27 overall at a distorted geometry, from the Open Molecules 2025 dataset.

The geometry in ORCA input format:
```
! wB97M-V def2-TZVPD RIJCOSX def2/J DEFGRID3
* xyz 0 1
C -4.415 3.328 -3.668
C -3.269 3.915 -2.773
O -2.070 2.988 -2.764
C -1.305 2.949 -3.778
O -0.649 1.949 -3.908
O -1.266 4.010 -4.594
C -0.361 3.914 -5.733
H -4.772 2.423 -3.123
H -4.032 2.988 -4.673
H -5.112 4.122 -3.906
H -3.548 3.838 -1.721
H -2.864 4.880 -3.088
H -0.620 3.093 -6.432
H 0.714 3.775 -5.460
H -0.535 4.927 -6.124
C -8.726 -2.067 1.499
C -7.925 -3.338 1.380
O -6.497 -3.048 1.083
C -5.694 -2.906 2.102
O -6.026 -2.937 3.257
O -4.449 -2.732 1.726
C -3.611 -2.510 2.884
H -9.685 -2.140 0.984
H -8.145 -1.260 1.033
H -8.888 -1.800 2.574
H -8.262 -3.854 0.486
H -8.005 -3.939 2.295
H -4.205 -1.808 3.458
H -2.660 -2.055 2.585
H -3.603 -3.464 3.425
C 1.731 3.070 -0.160
C 2.867 3.818 -0.921
O 4.185 3.142 -0.717
C 4.661 3.421 0.471
O 4.279 4.142 1.352
O 5.746 2.599 0.637
C 6.425 2.908 1.949
H 0.802 3.080 -0.717
H 1.465 3.424 0.845
H 2.033 2.014 -0.064
H 2.952 4.864 -0.633
H 2.733 3.701 -1.993
H 6.908 3.880 1.794
H 7.107 2.083 2.038
H 5.652 2.921 2.726
C -9.009 -1.817 -2.755
C -8.024 -0.671 -2.612
O -6.710 -1.283 -2.324
C -5.768 -0.427 -1.915
O -5.899 0.773 -1.894
O -4.642 -1.099 -1.554
C -3.575 -0.300 -0.951
H -8.720 -2.435 -3.591
H -10.033 -1.479 -2.739
H -8.923 -2.435 -1.858
H -8.294 -0.004 -1.769
H -7.985 -0.048 -3.524
H -2.935 -1.121 -0.594
H -4.056 0.354 -0.201
H -3.131 0.392 -1.706
C -7.582 4.633 3.269
C -6.115 3.974 3.303
O -6.234 2.615 3.771
C -5.183 1.782 3.659
O -5.257 0.619 3.875
O -4.043 2.448 3.342
C -2.812 1.734 3.187
H -7.564 5.672 2.928
H -7.865 4.597 4.344
H -8.130 3.983 2.613
H -5.466 4.493 4.028
H -5.724 3.970 2.276
H -2.486 1.345 4.149
H -2.173 2.509 2.771
H -2.887 0.968 2.418
C 3.781 -0.958 7.629
C 3.682 -0.013 6.420
O 4.886 0.788 6.510
C 4.892 2.065 6.100
O 5.658 2.838 6.576
O 4.085 2.350 5.118
C 3.850 3.734 4.810
H 2.902 -1.507 7.962
H 4.089 -0.327 8.476
H 4.573 -1.720 7.488
H 2.827 0.636 6.425
H 3.701 -0.643 5.566
H 3.149 3.771 3.953
H 4.790 4.126 4.420
H 3.412 4.218 5.680
C 4.578 -4.602 -1.707
C 3.964 -3.295 -2.057
O 4.990 -2.600 -2.846
C 4.754 -1.434 -3.393
O 3.680 -0.893 -3.499
O 5.906 -0.960 -3.850
C 5.931 0.411 -4.401
H 3.851 -5.175 -1.095
H 5.524 -4.448 -1.180
H 4.671 -5.237 -2.574
H 3.706 -2.767 -1.110
H 3.071 -3.554 -2.668
H 5.639 1.049 -3.570
H 5.192 0.429 -5.197
H 6.969 0.557 -4.719
C 5.151 -2.787 2.146
C 4.204 -3.897 2.412
O 3.130 -3.756 1.447
C 2.047 -4.512 1.554
O 1.836 -5.494 2.144
O 1.155 -3.821 0.777
C -0.045 -4.452 0.447
H 6.058 -2.770 2.770
H 4.654 -1.821 2.210
H 5.561 -2.800 1.125
H 3.832 -3.825 3.445
H 4.699 -4.876 2.306
H -0.835 -3.836 0.855
H -0.115 -5.536 0.564
H -0.036 -4.354 -0.631
C 0.376 -1.666 -1.934
C 1.076 -0.392 -1.508
O 1.461 -0.329 -0.093
C 0.543 -0.015 0.825
O -0.660 0.075 0.721
O 0.993 0.089 2.057
C 2.426 0.149 2.324
H 1.036 -2.498 -1.629
H 0.314 -1.524 -3.017
H -0.656 -1.813 -1.561
H 0.513 0.500 -1.804
H 2.079 -0.431 -1.994
H 2.514 0.243 3.409
H 2.804 1.005 1.757
H 2.911 -0.763 1.924
C 1.185 -4.132 -4.987
C 2.541 -3.724 -5.369
N 3.612 -3.369 -5.716
H 0.844 -4.721 -5.830
H 0.587 -3.212 -4.908
H 1.245 -4.573 -3.975
C 1.965 0.699 -5.611
C 2.483 1.835 -4.953
N 2.859 2.812 -4.469
H 0.913 0.823 -5.770
H 2.099 -0.224 -5.058
H 2.455 0.589 -6.600
C 5.144 -0.103 -0.686
C 6.519 0.235 -0.886
N 7.637 0.516 -1.124
H 4.977 -1.149 -0.897
H 4.561 0.516 -1.357
H 4.807 0.192 0.301
*
```

Calculated values
Molar mass ... 1060.1 g mol⁻¹
LUMO energy ... 0.3 eV
HOMO-LUMO gap ... 10.557 eV
Total energy ... -104618.274 eV
HOMO ... -0.37812 Eh

These are the Löwdin partial charges, in e, on atoms 1 to 6: number 1, C, carries -0.042; number 2, C, carries -0.113; number 3, O, carries 0.034; number 4, C, carries -0.692; number 5, O, carries 0.103; number 6, O, carries -0.023

---

Record 3
The following is a quantum chemistry calculation of a 3-piece molecular cluster, C18H34Br2NO9PS2 overall at a distorted geometry, from the Open Molecules 2025 dataset.

The geometry in ORCA input format:
```
! wB97M-V def2-TZVPD RIJCOSX def2/J DEFGRID3
* xyz 0 1
C -2.538 3.025 -1.508
C -2.682 1.416 -1.246
C -1.501 0.486 -1.891
Br -2.462 -0.890 -3.052
C -0.434 1.264 -2.857
C 0.327 0.281 -3.925
P 1.146 -1.341 -3.352
O 0.856 -2.422 -4.513
O 0.501 -2.031 -1.890
O 2.904 -1.267 -3.237
O 1.509 1.063 -4.400
C 1.952 1.805 -3.181
O 3.269 2.018 -3.149
C 0.722 2.239 -2.190
Br 0.615 4.238 -2.583
C 0.925 2.260 -0.564
C 2.477 2.376 -0.053
C 3.262 0.952 0.139
N 2.388 -0.223 0.517
H -2.431 3.344 -2.630
H -3.554 3.520 -1.125
H -1.693 3.493 -0.817
H -3.750 1.005 -1.583
H -2.659 1.258 -0.066
H -0.966 -0.063 -0.998
H -0.983 2.026 -3.595
H -0.236 0.058 -4.941
H 0.700 -1.474 -1.082
H 3.124 -1.497 -2.287
H 0.376 3.248 -0.178
H 0.354 1.373 -0.006
H 2.480 2.913 1.002
H 3.060 3.101 -0.784
H 4.016 1.108 1.052
H 3.971 0.719 -0.792
H 2.680 -1.006 -0.141
H 2.586 -0.542 1.504
C -6.615 -2.520 -0.954
C -6.521 -1.827 0.405
C -6.068 -0.389 0.156
S -6.644 0.039 -1.481
O -5.493 0.243 -2.335
O -7.711 1.014 -1.371
C -7.356 -1.550 -1.861
H -7.134 -3.481 -0.884
H -5.608 -2.706 -1.345
H -7.508 -1.826 0.883
H -5.831 -2.347 1.077
H -6.501 0.300 0.885
H -4.978 -0.306 0.164
H -7.229 -1.772 -2.922
H -8.420 -1.509 -1.609
C 5.755 -2.354 5.325
C 6.511 -1.041 5.127
C 5.806 -0.268 4.013
S 4.096 -0.786 4.052
O 3.801 -1.495 2.825
O 3.277 0.310 4.531
C 4.281 -1.979 5.363
H 6.064 -2.866 6.241
H 5.950 -3.024 4.479
H 6.481 -0.459 6.056
H 7.564 -1.213 4.881
H 5.862 0.811 4.174
H 6.214 -0.520 3.031
H 3.617 -2.828 5.193
H 4.025 -1.484 6.305
*
```

Calculated values
Molar mass ... 663.4 g mol⁻¹
LUMO energy ... -0.5 eV
ΔE to the lowest compared entry with this formula, charge and spin ... 647.8 kJ/mol
HOMO-LUMO gap ... 9.021 eV
Total energy ... -210174.258 eV
HOMO ... -0.35168 Eh

These are the Löwdin partial charges, in e, on atoms 1 to 6: number 1, C, carries -0.139; number 2, C, carries -0.269; number 3, C, carries -0.556; number 4, Br, carries 0.718; number 5, C, carries -0.260; number 6, C, carries -0.301

---

Record 4
The following is a quantum chemistry calculation of C17H31Cl3O2OsP2 as an isolated structure at a distorted geometry, from the Open Molecules 2025 dataset.

The geometry in ORCA input format:
```
! wB97M-V def2-TZVPD RIJCOSX def2/J DEFGRID3
* xyz 2 5
P -0.398 5.946 0.212
P 2.531 5.242 -0.887
C 0.869 7.314 0.098
C 1.929 7.019 -0.960
H 1.304 7.444 1.104
H 0.312 8.229 -0.155
H 1.564 7.198 -1.985
H 2.812 7.657 -0.807
C 3.753 5.581 0.475
H 4.418 4.716 0.591
H 3.246 5.798 1.425
H 4.353 6.455 0.179
C 3.751 5.396 -2.248
H 4.445 6.222 -2.024
H 3.248 5.604 -3.203
H 4.325 4.462 -2.329
C -1.513 6.688 1.455
H -2.414 6.065 1.539
H -1.799 7.699 1.120
H -1.009 6.754 2.430
C -1.341 6.481 -1.284
H -0.753 6.371 -2.204
H -1.594 7.543 -1.145
H -2.270 5.902 -1.359
Os 0.168 0.654 0.210
C 1.694 1.704 -1.068
C 2.020 1.804 0.314
C 1.732 2.920 1.280
C 0.283 3.133 1.774
C -0.780 2.312 1.102
C -1.077 2.296 -0.314
C -0.418 3.136 -1.368
C 0.933 2.654 -1.931
C -1.499 -0.513 0.287
H 2.354 1.035 -1.635
H 2.886 1.190 0.599
H 2.105 3.869 0.849
H 2.369 2.749 2.165
H 0.266 2.917 2.854
H 0.022 4.210 1.702
H -1.628 2.045 1.747
H -2.111 2.006 -0.537
H -0.268 4.156 -0.965
H -1.129 3.260 -2.201
H 0.735 2.165 -2.898
H 1.573 3.528 -2.181
H -1.463 -1.143 -0.616
H -2.444 0.048 0.260
H -1.508 -1.204 1.141
Cl 3.029 -2.381 2.249
C 1.440 -2.071 1.600
Cl 0.260 -3.264 2.069
Cl 0.880 -0.374 2.309
C 1.530 -2.017 0.017
O 1.961 -3.030 -0.504
O 1.141 -0.930 -0.589
*
```

Calculated values
Molar mass ... 626.0 g mol⁻¹
LUMO energy (alpha / beta) ... -5.8 / -9.7 eV
ΔE to the lowest compared entry with this formula, charge and spin ... 85.1 kJ/mol
HOMO-LUMO gap (alpha / beta) ... 9.451 / 5.520 eV
Total energy ... -80817.606 eV
HOMO (alpha / beta) ... -0.56098 / -0.56081 Eh

These are the Löwdin partial charges, in e, on atoms 1 to 6: number 1, P, carries 0.980; number 2, P, carries 0.946; number 3, C, carries -0.375; number 4, C, carries -0.393; number 5, H, carries 0.095; number 6, H, carries 0.104

---

Record 5
The following is a quantum chemistry calculation of C28H48BrN3P2PtS as an isolated structure at a distorted geometry, from the Open Molecules 2025 dataset.

The geometry in ORCA input format:
```
! wB97M-V def2-TZVPD RIJCOSX def2/J DEFGRID3
* xyz 2 3
N -5.213 -0.979 3.445
C -4.320 -0.106 3.927
C -3.739 0.885 3.137
C -4.085 0.961 1.770
C -5.036 0.037 1.268
C -5.579 -0.901 2.161
C -3.415 1.918 0.928
Pt 0.899 -0.238 -0.400
P 2.764 0.623 -1.456
C -3.588 1.988 -0.427
C -2.512 2.524 -1.229
C -2.381 2.105 -2.579
C -1.238 2.423 -3.305
C -0.192 3.081 -2.641
C -0.353 3.664 -1.383
C -1.502 3.351 -0.655
Br 1.400 3.592 -3.679
H -2.762 2.639 1.463
H -4.377 1.452 -0.950
H -2.988 1.560 3.550
H -5.321 0.000 0.216
H -4.033 -0.204 4.977
H -6.317 -1.624 1.798
H -3.167 1.483 -3.021
H -1.581 3.710 0.372
H -1.150 2.145 -4.354
H 0.411 4.323 -0.979
P -0.232 -2.163 -0.468
C 3.051 2.193 -0.607
C 3.887 3.225 -1.371
H 3.518 1.941 0.361
H 2.059 2.602 -0.355
H 4.004 4.132 -0.762
H 4.888 2.854 -1.627
H 3.357 3.526 -2.289
C 2.180 0.555 -3.168
C 3.253 0.736 -4.246
H 1.444 1.380 -3.255
H 1.588 -0.361 -3.326
H 2.776 0.985 -5.205
H 3.949 1.553 -4.012
H 3.819 -0.191 -4.391
C 4.192 -0.504 -1.309
C 5.567 0.096 -1.648
H 3.979 -1.366 -1.966
H 4.180 -0.879 -0.273
H 6.330 -0.690 -1.554
H 5.617 0.469 -2.682
H 5.841 0.904 -0.955
C 0.605 -3.567 0.359
C 2.045 -3.821 -0.091
H -0.040 -4.431 0.126
H 0.558 -3.404 1.446
H 2.223 -4.907 -0.078
H 2.253 -3.465 -1.109
H 2.770 -3.359 0.590
C -0.217 -2.650 -2.242
C -1.299 -1.982 -3.097
H -0.333 -3.747 -2.243
H 0.785 -2.403 -2.628
H -1.075 -2.165 -4.155
H -2.296 -2.394 -2.900
H -1.347 -0.894 -2.958
C -1.995 -2.216 -0.013
C -2.328 -2.704 1.391
H -2.452 -2.878 -0.768
H -2.390 -1.199 -0.174
H -3.405 -2.907 1.448
H -1.806 -3.634 1.647
H -2.095 -1.949 2.153
C 0.553 1.339 4.821
N 0.523 0.996 3.394
C 0.699 -0.259 2.925
S 1.865 -0.549 1.662
N 0.087 -1.305 3.500
C -0.969 -1.203 4.495
H 0.818 0.477 5.441
H -0.423 1.721 5.131
H 1.307 2.119 4.967
H 0.929 1.704 2.790
H 0.329 -2.215 3.122
H -1.620 -2.063 4.365
H -0.567 -1.199 5.510
H -1.561 -0.298 4.328
*
```

Calculated values
Molar mass ... 795.7 g mol⁻¹
LUMO energy (alpha / beta) ... -5.5 / -8.0 eV
ΔE to the lowest compared entry with this formula, charge and spin ... 0.0 kJ/mol
HOMO-LUMO gap (alpha / beta) ... 7.348 / 4.868 eV
Total energy ... -136972.771 eV
HOMO (alpha / beta) ... -0.47225 / -0.47229 Eh

These are the Löwdin partial charges, in e, on atoms 1 to 6: number 1, N, carries 0.066; number 2, C, carries -0.150; number 3, C, carries -0.036; number 4, C, carries -0.225; number 5, C, carries -0.008; number 6, C, carries -0.131